Molecular formula: C21H10Cl2F5N5O3Tc
Method: DFT, the ωB97M-V functional and the def2-TZVPD basis

Spin multiplicity = 2
LUMO level (spin up / spin down) = -0.0914 / -0.0726 Ha
HOMO energy (spin up / spin down) = -8.19 / -8.26 eV
Calculated total energy = -76364.8915 eV
Relative energy (zero: lowest compared OMol25 entry of this formula, charge and spin) = 12.7 kcal per mole
⟨S²⟩ = 1.2351
Gap between HOMO and LUMO (spin up / spin down) = 5.6998 / 6.2847 eV
M = 644.2 g/mol

Geometry (Å):
Tc: 0.31201 -0.34960 -0.13351
Cl: -6.08456 -2.71638 0.40653
C: -4.57240 -1.98182 0.77826
C: -3.68403 -1.71452 -0.24670
C: -2.44979 -1.14395 0.04106
N: -1.48699 -0.75738 -0.89349
C: -1.83657 -0.22545 -2.11504
O: -2.76936 -0.53014 -2.81600
C: -0.96801 0.96844 -2.40716
C: -1.10130 1.69337 -3.57080
C: -0.43529 2.90367 -3.68707
C: 0.29111 3.36310 -2.60025
C: 0.40846 2.56015 -1.48134
N: -0.16659 1.35694 -1.39353
C: -2.11725 -0.80914 1.37533
C: -3.02677 -1.07542 2.39607
C: -4.24216 -1.66451 2.10074
Cl: -5.34449 -1.99176 3.38130
N: -0.86901 -0.20018 1.50217
C: -0.32454 0.20991 2.68461
O: -0.87730 0.35251 3.75554
C: 1.17164 0.39272 2.56743
C: 1.91672 0.64549 3.70363
C: 3.29844 0.60812 3.62694
C: 3.88495 0.28787 2.41224
C: 3.07685 0.08162 1.31073
N: 1.74402 0.16123 1.36920
H: -3.93519 -1.96000 -1.26625
H: -1.74062 1.30065 -4.34908
H: -0.50180 3.48347 -4.59729
H: 0.78363 4.32475 -2.62141
H: 0.98178 2.88013 -0.62386
H: -2.78972 -0.81102 3.41296
H: 1.39543 0.83390 4.63123
H: 3.90779 0.80515 4.49845
H: 4.95554 0.18583 2.30963
H: 3.51324 -0.17010 0.35696
O: 0.58097 -4.56291 0.54355
C: 0.60376 -3.39005 0.46422
N: 0.63500 -2.19630 0.40443
F: 1.08879 -1.02085 -2.89886
C: 1.78407 -0.70680 -1.73634
F: 2.53444 -1.83340 -1.46984
C: 2.85517 0.34059 -2.18710
F: 4.07284 -0.19278 -2.32801
F: 2.99250 1.33559 -1.26564
F: 2.53465 0.92927 -3.34465